# 1
ORCA calculation (wB97M-V/def2-TZVPD) on a structure of composition C21H31AuNOP2S at a distorted geometry.

Geometry as ORCA input:
```
! wB97M-V def2-TZVPD RIJCOSX def2/J DEFGRID3
* xyz 1 3
Au -1.03 -0.43 0.53
S 1.48 -0.63 3.90
P -0.27 -2.54 0.28
P -2.79 1.01 0.14
O 2.44 0.22 3.15
N -0.16 0.15 -2.02
C 0.73 2.32 -2.66
C -1.69 2.04 -2.25
C 1.05 -0.44 -2.22
C 0.08 -2.72 -1.52
C -4.30 0.14 0.62
C 3.50 -0.21 -2.58
C 0.32 0.42 4.80
C -1.86 3.38 -2.61
C 1.24 -1.85 -2.00
C 2.52 -2.39 -2.16
C 3.64 -1.59 -2.45
C -2.85 1.21 -1.69
C 2.36 -1.41 5.27
C -0.77 4.20 -2.93
C 2.21 0.39 -2.51
C 1.23 -3.00 1.19
C -2.73 2.65 0.86
C -1.64 -3.65 0.67
C 2.02 1.77 -2.59
C -0.38 1.45 -2.36
C 0.51 3.69 -2.91
H 2.66 -3.47 -2.03
H -2.54 -3.31 0.16
H 1.65 -1.67 6.07
H 0.70 1.45 4.82
H 1.38 4.34 -3.07
H -4.37 0.11 1.71
H -4.28 -0.89 0.26
H 2.88 2.42 -2.58
H 0.20 0.00 5.81
H -0.95 5.25 -3.17
H -2.86 3.80 -2.58
H 2.82 -2.33 4.89
H 4.37 0.44 -2.69
H -1.85 -3.61 1.75
H 1.10 -2.81 2.27
H -1.45 -4.69 0.39
H -3.82 1.68 -1.93
H -1.84 3.17 0.50
H 3.12 -0.72 5.63
H 2.97 2.38 -0.49
H 2.06 -2.36 0.85
H -2.79 0.19 -2.09
H -3.61 3.25 0.60
H 4.63 -2.06 -2.57
H -5.20 0.63 0.23
H 2.46 1.96 -0.18
H -0.62 0.35 4.24
H -2.66 2.57 1.95
H 0.28 -3.78 -1.71
H 1.51 -4.05 1.03
H -0.85 -2.41 -2.01
*
```

Values from the calculation:
Expectation value of S² = 2.04
Largest force on an atom = 2.24 eV/Å
Frontier orbital gap (spin up / spin down) = 6.2 / 5.6 eV

---

# 2
ORCA calculation (wB97M-V/def2-TZVPD) on the ion C5H10NOS with charge -1 at a distorted geometry.

Geometry as ORCA input:
```
! wB97M-V def2-TZVPD RIJCOSX def2/J DEFGRID3
* xyz -1 1
S -2.93 0.98 -0.01
O 0.83 2.04 1.38
N -0.22 -1.01 0.06
C 1.33 -0.34 -1.86
C -0.48 0.04 1.08
C 0.10 1.39 0.67
C 1.15 -0.96 -0.47
C -1.96 0.18 1.36
H 2.13 0.41 -1.87
H -0.87 -0.80 -0.70
H -2.42 -0.76 1.68
H 0.13 -0.30 1.94
H -2.04 0.89 2.18
H 1.42 -2.02 -0.55
H 1.77 -1.04 -2.60
H -0.22 1.84 -0.30
H 0.38 0.07 -2.22
H 1.90 -0.61 0.25
*
```

Values from the calculation:
Largest force on an atom = 1.75 eV/Å
Frontier orbital gap = 6.5 eV

---

# 3
ORCA calculation (wB97M-V/def2-TZVPD) on the molecule C3H3NO3 at a distorted geometry.

Geometry as ORCA input:
```
! wB97M-V def2-TZVPD RIJCOSX def2/J DEFGRID3
* xyz 0 1
O -0.41 1.38 -0.15
O 0.29 -0.70 0.14
O -1.55 -1.80 -0.98
N -1.83 -0.34 -0.76
C 1.20 0.16 0.61
C 0.92 1.40 0.26
C -0.74 0.16 -0.37
H 1.52 2.34 0.23
H -1.39 -2.18 -0.05
H 1.98 -0.41 1.08
*
```

Values from the calculation:
Largest force on an atom = 4.25 eV/Å
Frontier orbital gap = 9.7 eV

---

# 4
ORCA calculation (wB97M-V/def2-TZVPD) on a structure of composition C21H34FNOP2Pt at a distorted geometry.

Geometry as ORCA input:
```
! wB97M-V def2-TZVPD RIJCOSX def2/J DEFGRID3
* xyz 0 5
Pt -0.11 0.21 0.19
P 2.41 -0.28 -0.06
P -2.40 0.20 0.07
F 0.81 4.51 4.57
O -1.85 -2.91 2.15
N 0.39 1.43 -1.26
C 2.78 -1.76 -1.01
C -0.64 -3.18 2.28
C -0.18 4.09 -3.62
C -2.97 1.70 -0.81
C 0.57 3.55 3.61
C -0.19 1.36 3.04
C 0.07 1.27 -3.66
C 0.06 1.98 -4.84
C 0.97 3.82 2.30
C 0.20 -2.57 3.38
C -0.06 3.39 -4.83
C 0.80 2.79 1.36
C -0.17 3.40 -2.42
C 0.08 1.99 -2.41
C -3.26 -1.12 -0.82
C -3.29 0.33 1.65
C 3.13 1.07 -1.03
C 0.17 -3.95 1.27
C 0.22 1.59 1.72
C 0.04 2.33 4.03
C 3.29 -0.25 1.54
H -2.79 1.54 -1.89
H 0.15 0.18 -3.65
H 2.23 -2.64 -0.63
H -4.05 1.82 -0.60
H 1.23 -3.72 1.32
H 2.72 1.00 -2.05
H 2.83 2.03 -0.59
H -2.89 1.18 2.21
H 4.22 0.98 -1.05
H 0.10 -5.03 1.34
H 1.22 -0.25 1.03
H -0.16 -3.61 0.29
H -2.97 -1.08 -1.88
H 4.36 -0.35 1.39
H -2.98 -2.08 -0.36
H -4.35 -0.95 -0.71
H 1.03 2.95 0.31
H 0.30 -1.50 3.22
H -0.29 -2.67 4.34
H 1.43 4.77 2.01
H 1.22 -2.98 3.49
H 0.15 1.46 -5.81
H -0.17 2.11 5.09
H 3.86 -1.98 -0.99
H 2.92 -1.05 2.18
H 3.05 0.70 2.03
H 2.50 -1.58 -2.06
H -0.26 5.18 -3.61
H -3.14 -0.62 2.19
H -4.35 0.48 1.39
H -0.05 3.94 -5.79
H -0.75 0.45 3.26
H -2.39 2.55 -0.43
H -0.26 3.93 -1.47
*
```

Values from the calculation:
Expectation value of S² = 6.06
Largest force on an atom = 3.27 eV/Å
Frontier orbital gap (spin up / spin down) = 2.6 / 5.5 eV

---

# 5
ORCA calculation (wB97M-V/def2-TZVPD) on a structure of composition C5H7N2 at a distorted geometry.

Geometry as ORCA input:
```
! wB97M-V def2-TZVPD RIJCOSX def2/J DEFGRID3
* xyz 1 1
N 0.35 1.72 -1.11
N 0.41 0.45 -0.57
C -0.42 0.35 0.52
C -0.47 -0.93 1.20
C -0.48 2.22 -0.30
C 0.97 -0.67 -1.34
C -0.96 1.64 0.80
H -0.42 -0.92 2.24
H 0.30 -1.57 -1.18
H 1.21 -0.45 -2.44
H 0.39 -1.52 0.80
H -1.25 -1.41 0.76
H -1.64 1.89 1.62
H 2.01 -0.80 -0.98
*
```

Values from the calculation:
Largest force on an atom = 3.68 eV/Å
Frontier orbital gap (spin up / spin down) = 7.3 / 7.3 eV

---

# 6
ORCA calculation (wB97M-V/def2-TZVPD) on a cluster of 24 separate species, C11H66BBrI2N3O24S in total at a distorted geometry.

Geometry as ORCA input:
```
! wB97M-V def2-TZVPD RIJCOSX def2/J DEFGRID3
* xyz 1 1
I 1.61 -3.11 0.47
I 4.30 -2.77 -2.81
Br 3.44 0.10 2.93
S -0.85 -0.76 -1.71
O -8.10 0.90 8.00
O -3.21 -4.43 1.16
O -4.35 -1.77 -0.87
O 2.02 0.11 -4.34
O -8.09 -1.77 -6.33
O 6.58 -5.43 -3.78
O 1.84 2.83 -2.27
O -1.53 3.00 -1.00
O -9.09 0.08 -4.40
O -5.47 2.54 3.38
O -6.05 -0.63 -4.91
O 5.58 -2.03 6.05
O 6.82 -2.66 1.63
O 1.25 5.08 0.14
O -1.32 -0.49 -7.16
O 1.83 -1.65 5.55
O 4.16 0.95 6.08
O -6.41 0.48 5.53
O -1.20 -3.20 3.10
O -3.42 -1.86 -5.29
O 3.74 6.06 1.73
O 1.20 1.47 -6.93
O 6.17 -4.83 -0.08
O -1.94 1.62 -4.44
N 0.08 1.33 0.00
N 2.15 0.82 0.51
N -1.90 2.13 1.33
C 5.30 2.65 1.80
C 0.31 0.12 -0.68
C 3.83 2.40 1.30
C 1.15 1.73 0.67
C 1.65 -0.17 -0.31
C 4.61 -2.03 0.11
C -3.38 2.24 1.13
C -1.69 0.78 1.97
C 3.81 -1.45 -1.12
C 3.48 0.86 1.11
C 2.26 -1.49 -0.83
B -1.18 2.19 0.08
H 4.30 0.47 0.48
H 5.04 1.33 6.05
H -8.45 0.73 -4.11
H -3.70 2.42 0.08
H 6.07 -4.63 -3.63
H -1.85 -1.21 -0.87
H -2.81 -1.65 -4.58
H -3.92 1.33 1.48
H 1.69 0.60 -3.58
H -2.80 -4.04 1.95
H 1.62 0.85 -6.33
H 5.85 -4.58 -0.95
H -8.99 -1.83 -6.66
H -4.15 -2.70 -1.05
H 3.45 6.79 2.29
H 1.76 -1.71 -1.80
H 5.10 -1.22 6.21
H 6.37 -5.77 -0.15
H 1.15 2.65 1.28
H -4.96 -1.53 -1.58
H -1.89 -0.05 1.25
H 2.39 -0.86 5.49
H -5.95 3.37 3.51
H -8.57 -0.58 -4.88
H -3.70 -1.00 -5.63
H -7.51 1.06 8.74
H 2.65 -0.52 -3.96
H 4.22 -1.69 1.09
H -7.81 -2.69 -6.23
H -5.91 1.92 3.97
H -0.65 0.66 2.36
H -5.75 -1.53 -5.09
H 6.02 2.25 1.05
H -1.67 0.21 -6.61
H 0.93 -1.29 5.60
H 5.68 -1.72 0.08
H 5.41 2.21 2.81
H -2.50 2.17 -3.88
H -3.74 3.05 1.81
H 2.93 5.56 1.56
H 0.60 1.97 -6.36
H -3.70 -5.19 1.50
H -7.08 0.11 6.12
H 6.20 -6.08 -3.18
H -2.07 -1.08 -7.31
H 4.07 0.48 5.24
H -1.11 -3.32 2.14
H 3.77 2.84 0.27
H 5.16 -2.67 6.64
H 4.21 -0.44 -1.35
H -6.68 -0.45 -5.62
H -1.94 2.43 -1.67
H -0.28 -3.14 3.41
H 1.37 3.66 -2.12
H -8.27 1.78 7.65
H 3.12 2.92 1.99
H 6.21 -3.06 2.26
H 7.52 -3.31 1.54
H -2.36 0.65 2.84
H 1.43 2.20 -1.67
H -1.56 0.96 -3.84
H -5.75 -0.22 5.45
H 5.43 3.75 1.85
H 1.10 6.03 0.03
H 4.62 -3.14 0.11
H 0.40 4.68 -0.07
*
```

Values from the calculation:
Largest force on an atom = 3.58 eV/Å
Frontier orbital gap = 8.4 eV